(1)
ORCA calculation (wB97M-V/def2-TZVPD) on 21 unconnected molecules or ions with the total composition C21H58BrF2N5O23 in a non-equilibrium geometry.

For the gap between HOMO and LUMO, the calculation gives 7.23 eV. The spin multiplicity is 1. The LUMO energy comes out at -0.03941 hartree.

Last column: Löwdin charge in e.
Geometry (Å):
O (0.57061, -3.55550, 1.44352)  0.020
O (3.67834, 1.54505, -0.80528)  -0.032
F (-2.30967, -3.90894, -5.60830)  0.046
F (-3.90590, -5.90916, -0.73822)  0.031
Br (-2.13962, -7.13361, -5.58835)  0.744
N (-4.38614, -1.27256, -2.12011)  0.134
N (-3.59266, 0.87706, -1.36311)  0.108
O (-0.02699, 1.33756, 1.75801)  -0.046
C (0.72737, -2.63026, 2.25418)  -0.381
C (3.78228, 2.72725, -0.43294)  -0.397
C (1.67183, -2.47784, 4.40502)  0.029
C (1.84424, -2.83414, 3.17386)  -0.092
C (-4.30253, 0.07419, -2.15528)  -0.118
C (-3.14601, -6.37101, -2.98744)  -0.031
C (-2.93981, -3.62758, -3.39179)  0.055
C (-2.69531, -4.51706, -4.45647)  -0.274
C (-3.58097, -5.44065, -2.01877)  -0.152
C (-2.73124, -5.89950, -4.25016)  -0.597
C (-0.95295, 0.54015, 1.09010)  -0.164
C (-0.82184, -0.89526, 1.20171)  -0.109
C (-3.39718, -4.07829, -2.20923)  -0.231
C (-1.91696, 1.04237, 0.24286)  0.098
C (-3.58231, -1.81663, -1.26045)  -0.215
C (-1.68272, -1.69698, 0.42086)  0.079
C (-2.78668, 0.21172, -0.51323)  -0.245
C (-2.67568, -1.10479, -0.39273)  -0.096
N (0.10243, -1.37117, 2.14546)  0.162
N (-3.60688, -3.23799, -1.13367)  0.124
N (3.05553, 3.09203, 0.71143)  0.080
C (4.57853, 3.71249, -1.29046)  0.046
C (0.84974, 2.10457, 0.91294)  -0.145
C (2.18590, 2.28326, 1.56052)  -0.143
H (0.89739, -1.79291, 4.81341)  0.070
H (2.52043, -2.58565, 5.12695)  0.086
H (2.72551, -3.33995, 2.74946)  0.114
H (-5.09291, 0.46697, -2.84743)  0.130
H (-3.06070, -7.42167, -2.75262)  0.117
H (-2.71086, -2.59208, -3.52399)  0.126
H (-2.02879, 2.13186, 0.31301)  0.126
H (-1.57381, -2.81434, 0.50141)  0.122
H (0.38130, -0.71512, 2.92296)  0.123
H (-3.32031, -3.61583, -0.20387)  0.098
H (2.97198, 4.10917, 0.77889)  0.082
H (3.87001, 4.53398, -1.45297)  0.081
H (5.48087, 4.17651, -0.95079)  0.075
H (4.79411, 3.21196, -2.18736)  0.049
H (0.98328, 1.58325, -0.02939)  0.136
H (0.50639, 3.06708, 0.61304)  0.102
H (2.66347, 1.38144, 1.84194)  0.122
H (2.05315, 2.77849, 2.51904)  0.088
O (6.04549, 3.61586, -4.85737)  -0.124
H (6.68240, 2.96708, -4.41331)  0.067
H (5.10152, 3.35395, -4.60420)  0.059
O (7.38261, 3.39722, 1.03204)  -0.131
H (7.47892, 2.77850, 0.23726)  0.066
H (7.94353, 3.02784, 1.78880)  0.071
O (-7.64000, 0.90637, -3.76714)  -0.132
H (-7.69667, 0.42725, -2.87776)  0.064
H (-8.31767, 0.49050, -4.39289)  0.071
O (-6.69543, -2.92738, -2.40150)  -0.131
H (-6.77946, -3.91988, -2.22359)  0.055
H (-5.71258, -2.68731, -2.39035)  0.004
O (5.23200, -3.28900, 1.92855)  -0.130
H (4.87890, -3.87438, 1.18262)  0.072
H (4.76717, -2.39206, 1.87219)  0.037
O (-1.07619, 5.24615, -0.77539)  -0.115
H (-1.33436, 4.46149, -1.35968)  0.049
H (-0.55443, 5.90255, -1.34167)  0.099
O (2.09167, 5.86265, 0.22439)  -0.096
H (1.99144, 6.54538, 0.96438)  0.109
H (1.17034, 5.65181, -0.13680)  0.087
O (0.34727, 5.23522, 2.93712)  -0.096
H (1.31572, 5.04319, 2.71577)  0.023
H (0.28324, 5.43100, 3.92774)  0.105
O (3.95511, 7.35702, -0.96104)  -0.130
H (3.35817, 6.80737, -0.35663)  -0.018
H (4.77844, 7.62094, -0.43545)  0.066
O (3.89933, 0.13989, -3.41206)  -0.133
H (3.85907, 0.43476, -2.44501)  0.016
H (2.99626, -0.24105, -3.66325)  0.068
O (-5.84700, -7.94891, -2.44815)  -0.111
H (-6.13723, -7.04609, -2.09536)  0.060
H (-6.15695, -8.02660, -3.40818)  0.075
O (-1.89258, 4.45279, 1.55669)  -0.141
H (-1.77864, 4.63117, 0.56726)  -0.009
H (-1.04498, 4.74048, 2.02845)  -0.004
O (3.15144, 5.03186, 3.22240)  -0.110
H (4.10875, 4.80962, 2.98172)  0.118
H (3.14078, 5.94186, 3.66462)  0.113
O (-3.90106, -3.99385, 1.55937)  -0.099
H (-3.08472, -4.51288, 1.85595)  0.084
H (-3.94669, -3.14112, 2.10206)  0.095
O (2.76280, 2.59762, 5.11680)  -0.109
H (2.88831, 3.42682, 4.55071)  0.029
H (2.65313, 2.88726, 6.08004)  0.089
O (5.16851, -0.32355, 0.51322)  -0.124
H (5.87652, -0.44104, -0.20000)  0.075
H (4.38688, 0.17089, 0.10293)  0.016
O (0.52309, 0.73965, 4.42374)  -0.113
H (1.23698, 1.41997, 4.19726)  0.038
H (0.51469, 0.61396, 5.42768)  0.085
O (-3.43296, -8.26449, 1.05530)  -0.123
H (-3.58245, -8.66759, 1.97123)  0.065
H (-3.80483, -7.32351, 1.06059)  0.040
O (-2.57796, 3.28791, -2.15501)  -0.128
H (-2.97690, 3.70430, -2.98641)  0.087
H (-3.12200, 2.46744, -1.92133)  0.013
O (-0.63980, -5.74393, 0.87586)  -0.141
H (-0.19288, -4.85624, 1.06563)  -0.028
H (0.02840, -6.33842, 0.40272)  0.068



(2)
ORCA calculation (wB97M-V/def2-TZVPD) on 6 unconnected molecules or ions with the total composition C24H61ClO5PS in a non-equilibrium geometry.

For the gap between HOMO and LUMO, the calculation gives 7.31 eV. The spin multiplicity is 1. The LUMO energy comes out at -0.12442 hartree. Its net charge is +1.

Last column: Löwdin charge in e.
Geometry (Å):
C (0.22587, 1.44550, 0.63762)  -0.134
C (-1.22749, 2.16254, 0.88328)  -0.712
Cl (-0.91181, 3.74622, 1.79786)  0.535
C (-2.06611, 2.52394, -0.47820)  -0.354
P (-3.95792, 2.43647, -0.09499)  0.701
C (-4.57206, 0.69980, 0.41153)  -0.261
S (-4.44658, 3.91972, 1.42807)  0.446
H (0.22365, 0.44898, 1.29377)  0.098
H (0.48446, 1.20721, -0.47899)  0.083
H (1.06943, 2.14958, 1.08978)  0.083
H (-1.89144, 1.41516, 1.50636)  0.099
H (-1.78910, 1.88713, -1.42000)  0.113
H (-1.83404, 3.66810, -0.72034)  0.110
H (-4.69458, 2.81206, -1.28464)  0.042
H (-5.72640, 0.61309, 0.12822)  0.085
H (-4.02256, -0.14831, -0.17981)  0.083
H (-4.52778, 0.49356, 1.57694)  0.079
H (-4.25092, 3.22360, 2.63427)  -0.108
C (1.14650, -2.02319, -3.67916)  -0.072
C (0.02089, -1.02352, -3.89199)  -0.278
O (0.39827, 0.32342, -3.61670)  -0.193
C (1.46316, 0.85662, -4.40064)  -0.282
C (1.17036, 0.86651, -5.89127)  -0.077
H (1.52019, -1.96580, -2.64970)  0.071
H (0.79327, -3.04182, -3.86992)  0.084
H (1.99123, -1.83392, -4.34402)  0.071
H (-0.79735, -1.26630, -3.20692)  0.112
H (-0.39027, -1.10192, -4.90250)  0.107
H (2.39459, 0.32290, -4.18402)  0.104
H (1.61311, 1.88821, -4.06389)  0.118
H (1.01763, -0.14077, -6.28542)  0.068
H (2.00216, 1.31976, -6.43968)  0.084
H (0.26024, 1.44022, -6.09847)  0.084
C (3.83614, 0.12759, -0.60612)  -0.076
C (4.18844, -1.35142, -0.61339)  -0.277
O (5.31256, -1.67125, 0.20303)  -0.161
C (5.19465, -1.36892, 1.59138)  -0.275
C (4.04380, -2.09042, 2.27168)  -0.081
H (4.69299, 0.72706, -0.93652)  0.088
H (2.99104, 0.32179, -1.27460)  0.059
H (3.55899, 0.47596, 0.39050)  0.059
H (4.44934, -1.64431, -1.63512)  0.120
H (3.32778, -1.96317, -0.32815)  0.099
H (5.12358, -0.28577, 1.73661)  0.107
H (6.13376, -1.68220, 2.06041)  0.117
H (3.07688, -1.81078, 1.84723)  0.056
H (4.02363, -1.85270, 3.33993)  0.080
H (4.15040, -3.17470, 2.15611)  0.085
C (-9.01683, 3.46790, -3.31170)  -0.075
C (-8.30169, 2.24442, -2.76098)  -0.276
O (-7.68831, 2.46798, -1.49360)  -0.207
C (-8.55533, 2.84867, -0.42767)  -0.281
C (-9.63082, 1.81906, -0.12600)  -0.074
H (-8.32059, 4.31047, -3.40141)  0.084
H (-9.43782, 3.25156, -4.29899)  0.085
H (-9.83496, 3.78812, -2.66397)  0.069
H (-7.50038, 1.96624, -3.45258)  0.117
H (-8.97532, 1.38430, -2.70849)  0.108
H (-8.99427, 3.83112, -0.63135)  0.110
H (-7.92482, 2.97037, 0.45987)  0.105
H (-10.29655, 1.66060, -0.97747)  0.071
H (-10.24138, 2.14364, 0.72249)  0.084
H (-9.17696, 0.85232, 0.11858)  0.080
C (9.45840, -0.46465, 0.50656)  -0.079
C (10.18631, 0.61923, 1.28566)  -0.276
O (9.71663, 0.76948, 2.62330)  -0.166
C (9.83017, -0.37383, 3.46757)  -0.281
C (11.26012, -0.85531, 3.64433)  -0.082
H (8.38132, -0.25983, 0.48045)  0.074
H (9.83328, -0.51298, -0.52101)  0.079
H (9.59240, -1.45011, 0.95637)  0.066
H (10.02302, 1.57924, 0.78616)  0.118
H (11.26688, 0.44986, 1.28118)  0.105
H (9.18423, -1.17870, 3.10111)  0.099
H (9.43333, -0.08080, 4.44570)  0.118
H (11.70696, -1.16810, 2.69787)  0.065
H (11.29277, -1.70805, 4.32978)  0.078
H (11.88587, -0.05383, 4.05231)  0.084
C (-1.98460, -3.96026, 2.33728)  -0.072
C (-2.54308, -2.56310, 2.11894)  -0.288
O (-3.86687, -2.55719, 1.58979)  -0.192
C (-4.86914, -3.19113, 2.38125)  -0.272
C (-5.03352, -2.57157, 3.75854)  -0.078
H (-1.99066, -4.52629, 1.39798)  0.088
H (-0.95650, -3.90625, 2.70993)  0.082
H (-2.57227, -4.52563, 3.06283)  0.070
H (-1.91206, -2.04344, 1.39124)  0.108
H (-2.50118, -1.97344, 3.03921)  0.103
H (-4.66979, -4.26566, 2.45212)  0.111
H (-5.81204, -3.08768, 1.83324)  0.120
H (-4.12196, -2.65157, 4.35514)  0.069
H (-5.83911, -3.07022, 4.30667)  0.085
H (-5.27553, -1.50648, 3.67238)  0.072



(3)
ORCA calculation (wB97M-V/def2-TZVPD) on a single C18H13F2N3O4S molecule in a non-equilibrium geometry.

For the gap between HOMO and LUMO, the calculation gives 8.38 eV. The spin multiplicity is 1. Its SMILES is NC(=O)c1nc2c(s1)C(F)(F)COc1ccc(C#C[C@]3(O)CCNC3=O)cc1-2. The LUMO energy comes out at -0.01436 hartree.

Last column: Löwdin charge in e.
Geometry (Å):
O (-1.88778, 1.23091, 5.79960)  0.031
O (-1.63331, -2.88813, -4.99227)  0.030
F (1.23485, 5.55515, 2.76284)  0.079
F (2.98286, 4.16685, 2.79887)  0.112
C (-0.25972, -0.82782, -1.82399)  0.016
C (-0.97824, -1.73873, -2.09936)  0.120
N (-0.41507, 1.28673, 2.52572)  0.110
O (2.54194, 3.57723, 0.20224)  -0.023
O (-3.16417, -2.82310, -2.16951)  0.021
S (0.19497, 3.12233, 4.27761)  1.173
C (-1.43211, 0.78885, 4.75114)  -0.513
C (-1.27521, -3.39800, -3.89834)  -0.406
C (-0.65382, 1.66504, 3.76826)  -0.433
C (0.41080, 2.24287, 1.93210)  -0.235
C (0.87213, 3.23521, 2.66942)  -0.348
C (1.68080, 0.64625, -1.77845)  -0.026
C (2.31211, 1.82344, -1.38948)  0.020
C (-0.08472, 0.96309, -0.12258)  0.049
C (0.47064, 0.19329, -1.21094)  -0.213
C (1.79781, 2.47838, -0.25845)  -0.186
C (0.70758, 1.95891, 0.44256)  -0.066
N (-1.83628, -0.45559, 4.36302)  0.165
N (-0.42428, -4.44952, -3.99334)  0.085
C (1.82826, 4.67883, 0.81624)  -0.049
C (1.74761, 4.39205, 2.26529)  -0.525
C (-0.15225, -4.92182, -2.61161)  -0.205
C (-1.29865, -4.40711, -1.82030)  -0.114
C (-1.74070, -3.03229, -2.43931)  -0.330
H (-3.43539, -1.94070, -2.30910)  0.071
H (2.27610, -0.04447, -2.37807)  0.121
H (3.20963, 2.12241, -1.93046)  0.126
H (-1.02828, 0.58339, 0.27191)  0.123
H (-1.44720, -0.88004, 3.56607)  0.077
H (-2.42529, -0.96977, 5.02955)  0.133
H (0.28067, -4.25250, -4.71787)  0.165
H (0.80629, 4.79304, 0.34764)  0.179
H (2.39389, 5.52592, 0.65806)  0.120
H (-0.02451, -5.99386, -2.55761)  0.111
H (0.78085, -4.45868, -2.22630)  0.121
H (-2.02311, -5.26984, -1.84022)  0.141
H (-0.90966, -4.27822, -0.68062)  0.171